(one)
DFT (ωB97M-V/def2-TZVPD) results for 2 unconnected molecules or ions with the total composition C3H3F3O.

Structure (ORCA input):
```
! RIJCOSX wB97M-V def2-TZVPD def2/J DEFGRID3
* xyz 0 1
F -1.975 -1.741 -0.258
C -2.302 -0.643 0.532
C -2.657 0.445 -0.039
F -2.913 1.534 0.715
F -2.461 0.809 -1.262
H -2.611 -0.833 1.569
C 0.972 0.196 -0.507
O 0.074 0.373 0.266
H 1.940 0.773 -0.238
H 0.987 -0.273 -1.485
*
```

Output
Gap between HOMO and LUMO = 10.17 eV
Molecular weight = 112.05 g mol⁻¹
HOMO energy = -9.5 eV

=====

(two)
DFT (ωB97M-V/def2-TZVPD) results for C3H3F3O in the gas phase.

Structure (ORCA input):
```
! RIJCOSX wB97M-V def2-TZVPD def2/J DEFGRID3
* xyz 0 1
C -0.185 -0.574 -0.819
C -0.748 0.511 0.052
C 1.188 -0.470 -0.222
O -1.248 0.128 1.189
F -0.301 1.772 -0.093
F 1.394 -0.808 1.104
F 1.890 0.560 -0.661
H -0.678 -1.476 -0.502
H -0.278 -0.327 -1.967
H -1.032 0.685 1.918
*
```

Output
Gap between HOMO and LUMO (alpha / beta) = 8.34 / 7.85 eV
Molecular weight = 112.05 g mol⁻¹
HOMO energy (alpha / beta) = -7.7 / -7.2 eV

=====

Ranked by calculated energy, most stable first: (one), (two).

=====

(one)
DFT (ωB97M-V/def2-TZVPD) results for 3 unconnected molecules or ions with the total composition C12H30O3.

Structure (ORCA input):
```
! RIJCOSX wB97M-V def2-TZVPD def2/J DEFGRID3
* xyz 0 1
C -3.369 1.775 -1.591
C -1.904 1.735 -1.055
O -1.813 1.135 0.307
C -0.600 1.112 0.896
C -0.686 0.687 2.301
H -3.499 0.613 -1.496
H -3.540 2.227 -2.515
H -4.272 2.282 -0.998
H -1.471 2.746 -0.951
H -1.021 1.321 -1.642
H -0.271 2.080 0.880
H 0.021 0.493 0.398
H -0.872 -0.344 2.191
H -1.518 1.305 2.856
H 0.236 0.673 2.797
C 0.436 -2.911 -0.975
C -1.116 -2.671 -0.961
O -1.709 -3.954 -0.869
C -3.115 -3.814 -0.793
C -3.678 -5.155 -0.851
H 0.695 -3.525 -0.025
H 0.926 -1.941 -0.896
H 0.515 -3.472 -1.994
H -1.427 -2.066 -1.846
H -0.894 -1.874 -0.173
H -3.486 -3.167 -1.710
H -3.148 -3.309 0.334
H -3.173 -5.701 -1.704
H -4.837 -5.288 -0.874
H -3.168 -5.724 0.033
C 3.890 3.817 -1.178
C 2.976 3.131 -0.207
O 3.740 2.297 0.759
C 2.984 1.669 1.813
C 3.964 0.806 2.484
H 3.497 4.085 -2.079
H 4.238 2.947 -1.619
H 4.678 4.355 -0.648
H 2.345 2.381 -0.533
H 2.321 3.812 0.288
H 2.139 1.268 1.362
H 2.666 2.379 2.443
H 3.321 0.462 3.440
H 4.875 1.169 2.810
H 4.122 0.153 1.789
*
```

Output
Gap between HOMO and LUMO = 10.33 eV
Molecular weight = 222.37 g mol⁻¹
HOMO energy = -9.6 eV

=====

(two)
DFT (ωB97M-V/def2-TZVPD) results for 3 unconnected molecules or ions with the total composition C12H30O3.

Structure (ORCA input):
```
! RIJCOSX wB97M-V def2-TZVPD def2/J DEFGRID3
* xyz 0 1
C 1.120 -2.822 2.272
C 0.509 -2.328 0.963
O 0.969 -3.206 -0.022
C 0.401 -2.940 -1.290
C 0.993 -3.953 -2.231
H 0.478 -3.516 2.720
H 1.291 -2.043 2.807
H 2.244 -3.278 2.217
H 0.985 -1.279 0.832
H -0.586 -2.399 1.224
H 0.615 -1.849 -1.619
H -0.622 -2.954 -1.296
H 2.024 -3.919 -2.284
H 0.625 -3.843 -3.221
H 0.788 -5.071 -1.757
C 1.870 4.916 1.433
C 1.669 3.378 1.341
O 1.421 3.012 -0.013
C 1.677 1.661 -0.288
C 1.415 1.387 -1.737
H 0.997 5.378 0.989
H 2.914 5.127 1.132
H 1.887 4.977 2.470
H 0.785 3.096 2.051
H 2.586 2.747 1.640
H 0.833 0.980 0.199
H 2.615 1.106 -0.093
H 1.298 0.409 -2.016
H 1.950 1.996 -2.105
H 0.638 1.944 -1.944
C -1.970 0.098 2.120
C -2.475 0.819 0.958
O -2.284 -0.124 -0.165
C -2.613 0.429 -1.377
C -2.624 -0.503 -2.505
H -2.169 0.769 3.057
H -0.823 -0.093 2.257
H -2.578 -0.826 2.532
H -1.942 1.699 0.781
H -3.381 1.070 1.071
H -2.132 1.382 -1.574
H -3.540 0.878 -1.332
H -3.052 0.040 -3.381
H -3.211 -1.631 -2.104
H -1.594 -0.719 -2.713
*
```

Output
Gap between HOMO and LUMO = 10.42 eV
Molecular weight = 222.37 g mol⁻¹
HOMO energy = -9.6 eV

=====

Ranked by calculated energy, most stable first: (one), (two).

=====

(one)
DFT (ωB97M-V/def2-TZVPD) results for a molecular structure, C6H9N2O2.

Structure (ORCA input):
```
! RIJCOSX wB97M-V def2-TZVPD def2/J DEFGRID3
* xyz 0 2
C 0.690 -2.341 2.816
C 0.334 -1.743 -0.585
C -0.071 -0.527 1.178
C 0.350 -1.871 1.555
N -0.091 -0.418 -0.202
N 0.459 -2.611 0.404
H -0.596 0.468 -1.265
H 0.452 -1.915 -1.627
H -0.264 0.377 1.645
H -0.182 -2.167 3.554
H 1.593 -1.838 3.226
H 0.826 -3.423 2.940
C -0.032 2.870 -1.624
C -1.165 2.256 -2.331
O -1.389 1.021 -2.008
O -1.898 2.868 -3.086
H 0.401 3.469 -2.433
H 0.718 2.095 -1.389
H -0.134 3.431 -0.769
*
```

Output
Gap between HOMO and LUMO (alpha / beta) = 9.45 / 5.91 eV
Molecular weight = 141.15 g mol⁻¹
HOMO energy (alpha / beta) = -9.1 / -9.1 eV

=====

(two)
DFT (ωB97M-V/def2-TZVPD) results for 2 unconnected molecules or ions with the total composition C6H9N2O2.

Structure (ORCA input):
```
! RIJCOSX wB97M-V def2-TZVPD def2/J DEFGRID3
* xyz 0 2
C -3.533 -1.175 1.368
C -0.075 0.063 0.834
C -1.519 -1.327 -0.167
C -2.072 -0.850 1.026
N -0.328 -0.689 -0.218
N -1.228 0.133 1.513
H 0.447 -0.731 -0.949
H 0.921 0.549 0.871
H -1.961 -1.980 -0.890
H -3.539 -2.363 1.295
H -4.175 -0.814 0.576
H -4.054 -1.169 2.288
C 1.485 1.940 -1.740
C 2.268 0.835 -0.891
O 2.048 -0.370 -1.174
O 2.942 1.196 0.040
H 2.099 2.370 -2.623
H 1.477 2.895 -1.123
H 0.441 1.619 -2.009
*
```

Output
Gap between HOMO and LUMO (alpha / beta) = 8.34 / 3.96 eV
Molecular weight = 141.15 g mol⁻¹
HOMO energy (alpha / beta) = -8.4 / -8.3 eV

=====

Ranked by calculated energy, most stable first: (one), (two).

=====

(one)
DFT (ωB97M-V/def2-TZVPD) results for a molecular structure, C49H72BrCrFN8O5PSb2.

Structure (ORCA input):
```
! RIJCOSX wB97M-V def2-TZVPD def2/J DEFGRID3
* xyz 1 5
Cr -0.735 -0.744 -0.892
C -4.566 -2.548 -1.073
Sb -3.267 -2.480 -2.734
C -4.756 -1.808 -4.178
C -3.204 -4.582 -3.215
C -2.732 -4.911 -4.596
C -3.669 -4.972 -5.628
C -3.308 -5.296 -6.924
C -1.980 -5.584 -7.207
C -1.039 -5.522 -6.194
C -1.384 -5.173 -4.886
C -0.305 -5.033 -3.861
Sb 0.443 -2.992 -3.854
C 2.200 -3.386 -2.685
C 1.460 -3.163 -5.744
H -5.358 -3.267 -1.287
H -4.999 -1.558 -0.935
H -4.008 -2.831 -0.186
H -5.601 -2.497 -4.112
H -4.349 -1.806 -5.186
H -5.052 -0.804 -3.878
H -4.236 -4.919 -3.085
H -2.607 -5.046 -2.430
H -4.711 -4.775 -5.399
H -4.059 -5.341 -7.703
H -1.679 -5.860 -8.209
H -0.002 -5.751 -6.412
H 0.543 -5.681 -4.085
H -0.643 -5.249 -2.848
H 3.071 -2.998 -3.215
H 2.320 -4.462 -2.552
H 2.099 -2.902 -1.716
H 2.110 -4.039 -5.758
H 2.069 -2.270 -5.890
H 0.743 -3.232 -6.560
F 1.180 3.841 3.624
C 0.047 3.900 2.893
C -0.204 2.932 1.965
C -1.342 3.023 1.162
C -1.590 1.922 0.223
O -0.748 1.015 0.183
C -2.790 2.017 -0.537
C -3.559 3.127 -0.391
N -3.327 4.169 0.446
C -4.218 5.310 0.265
C -4.904 6.044 1.373
C -3.868 6.741 0.515
C -2.219 4.109 1.287
C -1.968 5.044 2.303
C -0.846 4.956 3.106
N -0.667 5.937 4.122
C -0.427 7.311 3.711
C -1.173 8.235 4.692
N -1.431 7.444 5.946
C -0.192 6.711 6.368
C 0.086 5.610 5.325
C -3.284 0.971 -1.525
O -4.346 1.186 -2.097
O -2.547 -0.058 -1.673
H 0.471 2.091 1.828
H -4.448 3.189 -1.007
H -4.813 5.142 -0.619
H -4.648 5.783 2.389
H -5.945 6.295 1.232
H -2.907 6.986 0.938
H -4.214 7.450 -0.224
H -2.671 5.831 2.519
H -0.802 7.470 2.703
H 0.644 7.547 3.703
H -2.141 8.557 4.313
H -0.589 9.109 4.973
H -2.139 6.742 5.719
H -1.789 8.042 6.689
H -0.349 6.307 7.365
H 0.602 7.454 6.412
H -0.246 4.641 5.694
H 1.165 5.556 5.163
O -1.386 -2.535 -1.298
O -1.727 -2.078 0.013
N 0.989 -1.188 -0.267
P 1.907 -1.284 0.943
N 2.082 -2.875 1.481
C 0.874 -3.706 1.464
C 0.940 -4.775 0.382
C 2.256 -5.578 0.458
C 3.137 -5.093 1.606
C 3.357 -3.588 1.530
N 3.487 -0.784 0.652
C 3.937 -0.823 -0.747
C 5.020 0.218 -0.970
C 6.281 -0.158 -0.171
C 5.910 -1.014 1.048
C 4.569 -0.570 1.618
N 1.337 -0.333 2.248
C -0.011 -0.669 2.711
C -0.022 -1.577 3.941
C 0.832 -1.003 5.067
C 2.231 -0.691 4.546
C 2.123 0.230 3.334
H 0.016 -3.065 1.260
H 0.716 -4.172 2.444
H 0.847 -4.270 -0.581
H 0.072 -5.432 0.477
H 2.813 -5.476 -0.478
H 2.053 -6.644 0.581
H 4.111 -5.587 1.576
H 2.686 -5.353 2.567
H 3.947 -3.375 0.629
H 3.963 -3.275 2.389
H 3.071 -0.677 -1.384
H 4.342 -1.813 -1.002
H 4.637 1.192 -0.649
H 5.247 0.299 -2.035
H 6.806 0.744 0.152
H 6.976 -0.711 -0.806
H 6.675 -0.940 1.822
H 5.846 -2.068 0.770
H 4.658 0.495 1.873
H 4.360 -1.102 2.547
H -0.567 -1.131 1.894
H -0.529 0.270 2.965
H 0.368 -2.559 3.664
H -1.055 -1.723 4.267
H 0.868 -1.687 5.917
H 0.378 -0.071 5.430
H 2.732 -1.618 4.247
H 2.843 -0.218 5.319
H 3.101 0.530 2.978
H 1.623 1.158 3.659
Br 2.029 3.182 -5.727
C 1.241 2.090 -4.409
C 1.786 2.040 -3.137
C 1.176 1.219 -2.205
N 0.099 0.485 -2.485
C -0.421 0.550 -3.712
C 0.118 1.340 -4.712
H 2.663 2.615 -2.876
H 1.554 1.118 -1.195
H -1.300 -0.055 -3.891
H -0.327 1.360 -5.696
*
```

Output
Gap between HOMO and LUMO (alpha / beta) = 4.60 / 5.14 eV
Molecular weight = 1278.56 g mol⁻¹
HOMO energy (alpha / beta) = -7.9 / -8.5 eV

=====

(two)
DFT (ωB97M-V/def2-TZVPD) results for a molecular structure, C49H72BrCrFN8O5PSb2.

Structure (ORCA input):
```
! RIJCOSX wB97M-V def2-TZVPD def2/J DEFGRID3
* xyz 1 5
Cr 0.464 -0.036 -0.549
C 1.228 5.837 -2.166
Sb 0.861 3.753 -2.578
C -0.934 4.241 -3.682
C 2.137 3.931 -4.399
C 2.114 2.782 -5.346
C 1.074 2.694 -6.273
C 1.012 1.687 -7.221
C 2.000 0.702 -7.267
C 3.030 0.743 -6.359
C 3.132 1.774 -5.393
C 4.230 1.768 -4.505
Sb 3.188 0.360 -2.354
C 3.532 -1.379 -3.566
C 5.079 0.094 -1.361
H 0.924 6.429 -3.030
H 2.287 6.011 -1.976
H 0.654 6.143 -1.292
H -0.717 5.045 -4.387
H -1.699 4.586 -2.984
H -1.319 3.377 -4.222
H 3.128 4.181 -4.028
H 1.731 4.821 -4.883
H 0.310 3.462 -6.263
H 0.200 1.671 -7.937
H 1.953 -0.087 -8.005
H 3.804 -0.015 -6.381
H 4.463 2.632 -3.899
H 5.037 1.060 -4.655
H 4.470 -1.290 -4.114
H 2.710 -1.529 -4.264
H 3.582 -2.223 -2.880
H 5.869 0.336 -2.074
H 5.174 -0.952 -1.068
H 5.157 0.744 -0.492
F -1.550 -3.410 4.958
C -0.396 -2.738 4.744
C -0.265 -1.948 3.642
C 0.922 -1.229 3.461
C 1.072 -0.405 2.265
O 0.131 -0.354 1.444
C 2.289 0.319 2.148
C 3.220 0.215 3.137
N 3.103 -0.574 4.223
C 4.134 -0.573 5.237
C 5.568 -0.498 4.825
C 5.019 -1.778 5.383
C 1.946 -1.312 4.411
C 1.786 -2.149 5.526
C 0.626 -2.872 5.691
N 0.491 -3.734 6.830
C 0.196 -5.125 6.515
C 0.427 -5.972 7.752
N -0.486 -5.461 8.836
C -0.207 -4.011 9.135
C -0.401 -3.217 7.857
C 2.606 1.259 1.003
O 3.653 1.890 1.059
O 1.740 1.349 0.063
H -1.058 -1.858 2.911
H 4.117 0.814 3.061
H 3.841 -0.050 6.140
H 6.224 0.102 5.437
H 5.797 -0.479 3.769
H 5.304 -2.082 6.381
H 4.864 -2.588 4.683
H 2.569 -2.256 6.262
H 0.865 -5.465 5.725
H -0.835 -5.274 6.162
H 1.446 -5.866 8.119
H 0.199 -7.022 7.581
H -0.408 -6.029 9.679
H -1.451 -5.542 8.505
H 0.826 -3.954 9.472
H -0.876 -3.691 9.931
H -0.160 -2.174 8.056
H -1.460 -3.260 7.551
O 0.963 -1.077 -1.996
O 2.100 -1.067 -1.081
N -1.234 0.536 -1.079
P -2.388 -0.243 -1.749
N -3.830 0.646 -1.907
C -4.225 1.405 -0.708
C -4.002 2.905 -0.898
C -4.899 3.452 -2.013
C -5.172 2.357 -3.049
C -3.979 1.419 -3.154
N -2.103 -0.735 -3.318
C -0.922 -0.198 -4.013
C -0.409 -1.230 -5.001
C -1.426 -1.403 -6.141
C -2.844 -1.069 -5.650
C -3.016 -1.481 -4.189
N -2.806 -1.592 -0.829
C -2.698 -1.546 0.623
C -4.062 -1.597 1.314
C -4.875 -2.803 0.846
C -4.943 -2.818 -0.679
C -3.529 -2.779 -1.254
H -3.632 1.055 0.138
H -5.279 1.214 -0.474
H -2.952 3.057 -1.154
H -4.189 3.431 0.042
H -4.408 4.301 -2.494
H -5.840 3.824 -1.603
H -5.381 2.794 -4.027
H -6.051 1.771 -2.767
H -3.076 2.004 -3.379
H -4.131 0.724 -3.978
H -0.167 0.049 -3.276
H -1.176 0.726 -4.547
H -0.259 -2.167 -4.459
H 0.564 -0.923 -5.391
H -1.392 -2.424 -6.528
H -1.168 -0.740 -6.971
H -3.593 -1.587 -6.251
H -3.037 0.001 -5.753
H -2.812 -2.558 -4.131
H -4.048 -1.319 -3.865
H -2.141 -0.656 0.907
H -2.108 -2.422 0.946
H -4.617 -0.686 1.077
H -3.920 -1.621 2.400
H -5.876 -2.780 1.282
H -4.393 -3.726 1.191
H -5.491 -1.940 -1.035
H -5.466 -3.709 -1.036
H -3.547 -2.858 -2.334
H -2.976 -3.654 -0.881
Br 2.805 3.874 5.141
C 2.033 4.051 3.417
C 0.833 3.426 3.136
C 0.320 3.570 1.853
N 0.917 4.271 0.894
C 2.076 4.849 1.193
C 2.680 4.782 2.441
H 0.312 2.839 3.880
H -0.595 3.065 1.584
H 2.560 5.399 0.394
H 3.630 5.261 2.626
*
```

Output
Gap between HOMO and LUMO (alpha / beta) = 4.97 / 5.39 eV
Molecular weight = 1278.56 g mol⁻¹
HOMO energy (alpha / beta) = -8.3 / -8.7 eV

=====

Ranked by calculated energy, most stable first: (one), (two).